Record 1
Here is 3 unconnected molecules or ions with the total composition C15H35BBrO5 at a distorted geometry from the Open Molecules 2025 dataset. Energies are from the ωB97M-V functional and the def2-TZVPD basis.

Atoms and positions in Å:
Br (-1.41219, -2.84858, 1.89635)
O (1.59824, -0.99220, 0.10949)
O (4.78172, 3.26621, -1.38973)
O (-4.62752, -2.90039, 2.57145)
O (-4.87428, -2.04805, 0.44414)
O (-7.57160, 1.19262, 2.20423)
C (-2.45575, -2.76612, 0.21821)
C (2.67596, -1.80101, -0.31751)
C (3.30150, -2.62083, 0.79691)
C (-2.46691, -0.16164, 0.39439)
C (3.96384, 4.05167, -2.23924)
C (1.89447, -0.02418, 1.09895)
C (-3.96244, -3.10322, 0.37772)
C (6.07039, 2.94718, -1.88214)
C (-2.18372, -1.41368, -0.48442)
C (-7.11211, -0.00532, 1.55855)
C (-4.36460, -3.94599, 1.66392)
C (-5.77149, -0.50917, 2.19737)
C (6.93445, 4.16273, -2.16846)
C (3.67487, 3.40414, -3.58177)
C (2.94164, 0.98903, 0.67008)
B (-5.59079, -2.09642, 1.77967)
H (3.20636, 2.42834, -3.44188)
H (-5.75130, -0.33907, 3.29421)
H (6.54690, 2.34545, -1.10689)
H (7.92661, 3.85177, -2.50036)
H (-2.03170, -3.54340, -0.43759)
H (-5.30415, -4.45480, 1.35901)
H (-3.35232, 0.35011, -0.01067)
H (4.09479, -3.25736, 0.39916)
H (3.00433, 4.03337, -4.16909)
H (-1.10997, -1.37818, -0.74961)
H (-2.70345, -0.40816, 1.43844)
H (2.62953, 1.49943, -0.24263)
H (-1.61408, 0.53881, 0.41917)
H (-4.93270, 0.03021, 1.72849)
H (-6.65403, -2.69197, 1.77885)
H (6.50523, 4.79481, -2.94740)
H (2.26448, -2.47670, -1.06909)
H (-6.88099, 0.20985, 0.50465)
H (5.99032, 2.30541, -2.76640)
H (4.58432, 3.25085, -4.16571)
H (0.95647, 0.49586, 1.29905)
H (4.39739, 5.04938, -2.36839)
H (3.09279, 1.73423, 1.45294)
H (-7.78261, 0.93902, 3.09449)
H (-4.22241, -3.78616, -0.46726)
H (3.02354, 4.19191, -1.70367)
H (3.73767, -1.98948, 1.57288)
H (-2.71945, -1.35409, -1.44593)
H (-7.84102, -0.83095, 1.61501)
H (7.04109, 4.77487, -1.27099)
H (2.54908, -3.25269, 1.27211)
H (2.18004, -0.51418, 2.03592)
H (3.43058, -1.19104, -0.82877)
H (-3.61108, -4.65175, 2.04251)
H (3.90611, 0.51949, 0.46727)

Results
LUMO energy   0.080 Ha
Energy   -3567.6282 hartree
Charge   -1
HOMO energy   -4.30 eV

=====

Record 2
Here is a molecular structure, C15H35Cl7NbO2 at a distorted geometry from the Open Molecules 2025 dataset. Energies are from the ωB97M-V functional and the def2-TZVPD basis.

Atoms and positions in Å:
Nb (-0.57975, 0.49134, -0.75875)
Cl (-2.68291, -10.36970, 1.56643)
Cl (2.15664, -6.11265, -0.47505)
Cl (-2.09536, -7.73114, -0.51373)
Cl (0.87581, 0.54296, -2.75198)
Cl (-2.26391, 6.57452, -1.31025)
Cl (-2.92532, 3.95435, -3.35926)
Cl (0.44296, -3.58003, 1.07873)
O (3.66595, 1.53629, 1.34724)
O (-2.18695, 0.32993, -1.87885)
C (3.67825, -0.82696, 1.61808)
C (-3.54720, 5.61075, -3.52297)
C (-2.91535, -7.68637, 1.06851)
C (-1.13313, 0.83217, 2.39224)
C (4.01279, 0.33105, 0.69442)
C (2.75873, 3.75086, 1.13659)
C (1.26091, 3.41806, 1.13535)
C (-2.53787, 6.63639, -3.06962)
C (0.58593, 3.62406, -0.23130)
C (-1.75956, 0.31675, 1.09039)
C (-2.33225, -8.68195, 2.03687)
C (0.64386, -5.31388, -1.01471)
C (0.59105, -3.85069, -0.67233)
C (-0.64423, 2.75776, -0.54233)
C (3.62380, 2.65156, 0.49295)
H (-0.17687, -5.84005, -0.53981)
H (-3.97245, -7.86903, 0.89734)
H (5.08712, 0.34320, 0.43199)
H (-1.71078, 0.50518, 3.27301)
H (0.31084, 4.69914, -0.28013)
H (-2.90482, 7.63439, -3.30357)
H (3.44030, 0.25891, -0.24475)
H (-3.77796, 5.77234, -4.57488)
H (2.59906, -1.02902, 1.61860)
H (4.19383, -1.74006, 1.29250)
H (-4.46180, 5.68150, -2.93962)
H (-0.09741, 0.48629, 2.52563)
H (-2.71440, 0.83330, 0.87993)
H (1.46628, -3.30536, -1.01457)
H (-2.11251, 0.73009, -2.73832)
H (-0.97096, 3.00089, -1.57724)
H (2.91830, 4.68818, 0.56899)
H (-0.28829, -3.39652, -1.12557)
H (0.97002, 0.53732, 0.17713)
H (1.11697, 2.38982, 1.48337)
H (0.59225, -5.44319, -2.09359)
H (-0.34134, -1.32459, -0.52837)
H (-1.25285, -8.57819, 2.10157)
H (-1.09464, 1.93259, 2.41622)
H (0.75767, 4.08221, 1.86389)
H (4.65420, 3.02352, 0.33512)
H (3.98775, -0.59762, 2.65024)
H (-2.77209, -8.52812, 3.02006)
H (1.32328, 3.48148, -1.04541)
H (3.21742, 2.35752, -0.49024)
H (-1.46413, 3.04657, 0.13844)
H (3.13236, 3.92353, 2.15852)
H (-1.98848, -0.75772, 1.19723)
H (-1.57865, 6.47756, -3.55529)
H (-2.78008, -6.68149, 1.46488)

Results
LUMO energy   0.083 Ha
Energy   -4021.3128 hartree
Charge   -1
HOMO energy   -4.73 eV

=====

Record 3
Here is a molecular structure, C15H35FeN5O9S at a distorted geometry from the Open Molecules 2025 dataset. Energies are from the ωB97M-V functional and the def2-TZVPD basis.

Atoms and positions in Å:
Fe (-0.53176, 0.67785, 0.45134)
S (-2.09256, 1.89093, 2.19793)
O (-1.55183, 1.80240, -1.29183)
O (-2.50037, 1.56576, 3.64926)
O (-2.31386, 0.70222, 1.37275)
O (-3.01503, 2.97780, 1.99457)
O (0.34953, -0.75424, -0.91306)
O (1.20958, 1.92147, 0.07040)
O (-1.54292, -1.97601, 1.26243)
O (0.68319, -0.21249, 1.96538)
O (-0.72331, 2.20535, 1.85438)
N (-1.76078, 3.80995, -2.38557)
N (0.46777, -2.32106, -2.68083)
N (0.85668, -0.98207, 4.06273)
N (-2.23383, -3.57715, -0.24141)
N (3.39360, 2.53534, 0.49503)
C (1.24717, -3.48300, -3.26385)
C (-0.54253, -1.21375, 4.36395)
C (-2.43496, 4.40097, -3.56012)
C (4.39390, 3.52954, 0.94016)
C (-2.14478, 2.51059, -2.12520)
C (-0.61143, -1.71602, -3.40974)
C (2.04701, 2.83486, 0.38052)
C (-1.12781, -4.51654, -0.17371)
C (-0.54229, 4.52833, -1.97924)
C (-3.35900, -3.84328, -1.09167)
C (1.76912, -1.55308, 5.04816)
C (3.97299, 1.22423, 0.32284)
C (1.40715, -0.64395, 2.89802)
C (-2.41411, -2.46685, 0.58005)
C (0.80204, -1.81857, -1.43719)
H (1.50173, -2.44762, -0.86540)
H (-0.10777, 4.31263, -1.00315)
H (5.26905, 3.19010, 1.49422)
H (-0.19461, -1.67617, -4.41610)
H (-0.22283, -3.94235, 0.02480)
H (1.71911, 3.88053, 0.48660)
H (4.76001, 4.07109, 0.06792)
H (-1.43981, -5.24054, 0.57900)
H (-3.38891, -1.95514, 0.59060)
H (4.31240, 0.73951, 1.23823)
H (3.29201, 0.60927, -0.26556)
H (2.76862, -1.13392, 4.93236)
H (2.49961, -0.78066, 2.89005)
H (-1.25801, -0.77794, 3.66663)
H (-1.17244, -0.86385, -3.02611)
H (4.88999, 1.35999, -0.25054)
H (1.93122, -3.23587, -4.07571)
H (-3.12856, 3.72977, -4.06659)
H (-3.03328, 2.06294, -2.59677)
H (0.55304, -4.27558, -3.54331)
H (-4.21781, -3.24416, -0.78906)
H (-0.78382, -0.81713, 5.35015)
H (3.97228, 4.35133, 1.51894)
H (-1.38340, -2.48398, -3.45859)
H (-1.05283, -4.82149, -1.21750)
H (1.97513, -3.98359, -2.62543)
H (-0.61621, 5.61198, -1.88789)
H (-0.77018, -2.27965, 4.37484)
H (2.03670, -2.60467, 4.94490)
H (-2.94294, 5.31519, -3.25310)
H (-1.68934, 4.77494, -4.26177)
H (0.19556, 4.28304, -2.74314)
H (-3.73526, -4.86626, -1.08628)
H (1.47687, -1.27257, 6.06009)
H (-3.17186, -3.62869, -2.14383)

Results
<S²>   8.76
LUMO energy (alpha / beta)   -0.078 / -0.156 Ha
Energy   -3205.0938 hartree
Charge   +1
HOMO energy (alpha / beta)   -9.83 / -9.68 eV
ΔE to the lowest compared entry with this formula, charge and spin   0.746 eV
Spin multiplicity   6

=====

What is the energy in the first record? -3567.6282 hartree